[1]
ORCA calculation (ωB97M-V with the def2-TZVPD basis set) on C19H27ClN2 in the gas phase.

Values from the calculation:
- HOMO (eV) = -8.27
- molar mass (g mol⁻¹) = 318.89
- total energy (eV) = -35643.4176
- charge = 0
- SMILES string = CC1(C)CCC(CN2CCNCC2)=C(c2ccc(Cl)cc2)C1

Geometry as XYZ:
```
49
Properties=species:S:1:pos:R:3:nbo_charge:R:1
Cl -0.277 6.502 2.457 0.023
C 0.914 -0.122 1.054 0.053
C 1.611 1.081 0.840 -0.028
C 0.692 4.057 2.954 -0.219
C 0.231 4.592 0.629 -0.228
C 1.006 2.741 2.609 -0.194
C 0.613 3.308 0.256 -0.186
C 0.266 4.963 1.972 -0.068
C 1.026 2.357 1.259 -0.045
N -4.029 -0.525 -0.673 -0.633
N -1.500 -0.589 0.739 -0.446
C -0.428 -0.210 1.708 -0.265
C 4.458 -0.750 1.130 -0.617
C 4.587 -0.123 -1.251 -0.598
C 1.469 -1.451 0.579 -0.452
C 2.967 1.128 0.190 -0.426
C -2.759 -0.087 -1.320 -0.222
C -3.827 -1.460 0.446 -0.224
C -1.761 0.426 -0.304 -0.236
C -2.732 -1.006 1.444 -0.220
C 2.536 -1.277 -0.519 -0.384
C 3.617 -0.251 -0.086 -0.044
H 0.714 4.383 3.996 0.227
H -0.153 5.278 -0.132 0.229
H 1.318 2.000 3.340 0.221
H 0.652 2.964 -0.767 0.216
H -4.653 -0.934 -1.352 0.360
H -0.742 0.727 2.183 0.186
H -0.291 -0.943 2.499 0.207
H 4.747 -1.808 1.094 0.212
H 5.366 -0.153 1.220 0.211
H 3.870 -0.649 2.066 0.209
H 5.071 -1.091 -1.472 0.209
H 5.396 0.569 -0.977 0.204
H 4.089 0.246 -2.165 0.205
H 0.704 -2.112 0.181 0.233
H 1.921 -1.952 1.468 0.206
H 3.655 1.735 0.862 0.220
H 2.863 1.660 -0.752 0.215
H -2.335 -0.913 -1.859 0.166
H -2.982 0.713 -2.047 0.199
H -3.597 -2.453 0.041 0.165
H -4.750 -1.530 1.022 0.199
H -2.210 1.333 0.157 0.170
H -0.843 0.671 -0.837 0.212
H -3.074 -0.158 2.040 0.163
H -2.504 -1.793 2.147 0.203
H 2.969 -2.246 -0.674 0.209
H 2.044 -0.920 -1.467 0.201
```


[2]
ORCA calculation (ωB97M-V with the def2-TZVPD basis set) on C19H27ClN6O2 in the gas phase.

Values from the calculation:
- relative energy (zero: lowest compared OMol25 entry of this formula, charge and spin) (kcal/mol) = 8.5
- HOMO (eV) = -9.10
- molar mass (g mol⁻¹) = 406.92
- total energy (eV) = -45700.9161
- charge = 0
- SMILES string = Cc1ccn([C@H](C)C(=O)N[C@H](CNC(=O)c2nc(C)ncc2Cl)CC(C)C)n1

Geometry as XYZ:
```
55
Properties=species:S:1:pos:R:3:nbo_charge:R:1
C -4.154 -1.468 -3.239 -0.639
C -2.689 -1.730 -3.105 0.140
C -1.647 -1.303 -3.949 -0.344
C -0.507 -1.828 -3.388 -0.023
N -0.884 -2.515 -2.294 -0.167
C -0.019 -3.191 -1.340 -0.121
C -0.517 -4.595 -1.025 -0.605
C 0.188 -2.417 -0.033 0.686
O 1.048 -2.794 0.739 -0.625
N -0.587 -1.324 0.171 -0.626
C -0.676 -0.751 1.508 -0.071
C -2.152 -0.536 1.913 -0.226
N -3.115 -1.351 1.203 -0.614
C -3.127 -2.694 1.320 0.643
O -2.316 -3.320 1.975 -0.597
C -4.251 -3.356 0.544 0.130
N -5.133 -2.524 -0.019 -0.470
C -6.140 -3.026 -0.718 0.424
C -7.143 -2.082 -1.304 -0.653
N -6.337 -4.331 -0.930 -0.434
C -5.475 -5.158 -0.371 0.079
C -4.402 -4.726 0.406 -0.103
Cl -3.380 -5.925 1.096 0.066
C 0.175 0.518 1.601 -0.382
C 0.507 1.025 3.009 -0.225
C -0.652 1.744 3.698 -0.607
C 1.712 1.962 2.935 -0.596
N -2.217 -2.462 -2.102 -0.319
H -4.550 -1.005 -2.336 0.224
H -4.348 -0.807 -4.082 0.220
H -4.700 -2.399 -3.401 0.225
H -1.722 -0.707 -4.842 0.228
H 0.529 -1.768 -3.679 0.222
H 0.964 -3.244 -1.809 0.228
H 0.164 -5.059 -0.316 0.241
H -1.508 -4.553 -0.580 0.227
H -0.564 -5.192 -1.936 0.213
H -1.384 -1.221 -0.439 0.416
H -0.244 -1.501 2.172 0.239
H -2.242 -0.726 2.983 0.215
H -2.435 0.502 1.733 0.203
H -3.856 -0.937 0.661 0.431
H -7.290 -2.301 -2.361 0.235
H -8.106 -2.219 -0.809 0.237
H -6.821 -1.052 -1.177 0.224
H -5.620 -6.221 -0.531 0.210
H 1.115 0.278 1.099 0.222
H -0.294 1.322 1.019 0.189
H 0.790 0.157 3.615 0.200
H -1.002 2.577 3.083 0.198
H -1.501 1.091 3.897 0.204
H -0.328 2.155 4.656 0.211
H 1.481 2.830 2.311 0.199
H 1.987 2.329 3.926 0.207
H 2.579 1.460 2.505 0.211
```


[3]
ORCA calculation (ωB97M-V with the def2-TZVPD basis set) on a molecular structure, C19H27F6I4N4O8PS3.

Values from the calculation:
- HOMO (eV) = -8.55
- molar mass (g mol⁻¹) = 1188.22
- total energy (eV) = -132966.6840
- charge = 0

Geometry as XYZ:
```
72
Properties=species:S:1:pos:R:3:mulliken_charge:R:1
C 2.654 5.003 -1.496 -0.704
C 2.507 3.461 -2.035 -0.393
O 1.634 2.752 -1.091 -0.020
C 2.343 1.737 -0.303 -0.331
C 1.516 0.323 -0.493 -0.518
N 0.766 -0.136 0.743 1.149
C 1.295 -1.456 1.341 -0.834
I 0.156 -3.265 0.729 0.139
C 2.458 -1.560 2.264 0.235
C 2.944 -3.014 2.915 -0.977
I 3.633 0.200 2.855 0.048
C -0.318 0.539 1.320 -1.186
N -0.917 1.820 0.696 0.889
C -1.578 1.611 -0.685 -0.481
I -2.192 -0.480 -1.165 0.213
C -1.788 2.688 -1.689 -0.060
C -2.461 2.414 -3.191 -0.927
I -1.205 4.790 -1.301 0.018
C -2.191 2.063 1.490 -0.877
O -2.996 3.260 1.284 -0.381
C -1.630 1.636 2.968 0.154
S -3.255 1.692 3.975 -0.182
P -0.293 2.931 3.497 0.473
C 0.035 2.885 5.385 -0.978
C -0.843 4.724 3.148 -0.846
N -1.127 0.233 2.553 0.488
C -0.459 -0.166 3.834 0.131
C -0.757 -1.803 4.018 0.120
O 0.084 -2.657 4.608 -0.532
O -2.077 -2.278 3.518 -0.449
H 3.708 5.408 -1.802 0.293
H 1.772 5.687 -1.903 0.120
H 2.578 5.047 -0.306 0.208
H 1.906 3.516 -3.065 0.223
H 3.517 2.927 -2.288 0.339
H 3.464 1.567 -0.589 0.375
H 2.345 2.119 0.823 0.016
H 2.336 -0.487 -0.801 0.482
H 0.828 0.434 -1.456 0.254
H 3.650 -3.627 2.212 0.288
H 1.994 -3.693 3.160 0.273
H 3.473 -2.849 3.969 0.334
H -1.599 2.195 -3.987 0.262
H -3.046 3.418 -3.448 0.320
H -3.261 1.562 -3.192 0.335
H -2.984 1.194 1.283 0.550
H -3.977 3.059 1.166 0.406
H -3.543 3.052 4.293 0.198
H 0.221 3.956 5.865 0.351
H -0.870 2.416 6.000 0.283
H 0.988 2.243 5.685 0.235
H -2.007 4.800 3.400 0.218
H -0.682 5.083 2.031 0.119
H -0.320 5.445 3.938 0.377
H 0.719 0.023 3.838 -0.058
H -0.870 0.320 4.813 0.486
H -2.121 -2.230 2.515 0.303
C -1.338 -6.424 -2.623 0.633
F -1.222 -6.684 -1.288 -0.216
F -1.649 -7.614 -3.220 -0.240
F -2.447 -5.638 -2.765 -0.236
S 0.154 -5.656 -3.339 0.875
O 1.217 -6.638 -3.109 -0.634
O 0.311 -4.401 -2.601 -0.513
N -0.387 -5.538 -4.824 -0.291
S 0.678 -4.890 -5.803 0.979
O 1.851 -5.709 -6.122 -0.635
O 0.960 -3.466 -5.610 -0.644
C -0.344 -4.953 -7.312 0.635
F -1.508 -4.247 -7.182 -0.235
F -0.719 -6.227 -7.636 -0.235
F 0.287 -4.449 -8.412 -0.215
```


[4]
ORCA calculation (ωB97M-V with the def2-TZVPD basis set) on 4 unconnected molecules or ions with the total composition C19H27F7IO6P.

Values from the calculation:
- HOMO (eV) = -8.85
- molar mass (g mol⁻¹) = 642.28
- total energy (eV) = -68839.4118
- charge = 0
- SMILES string = CC(C)CP(I)C(F)(F)C(F)(F)C(F)(F)F.O=C1CCCO1.O=C1CCCO1.O=C1CCCO1

Geometry as XYZ:
```
61
Properties=species:S:1:pos:R:3:nbo_charge:R:1
C -0.721 -2.811 -0.265 -0.616
C -0.816 -1.534 -1.092 -0.217
C -0.950 -1.881 -2.572 -0.603
C -1.926 -0.529 -0.667 -0.746
P -3.012 -1.061 0.728 0.595
I -3.416 1.092 1.825 -0.074
C -4.693 -1.234 -0.132 0.381
F -4.892 -0.302 -1.110 -0.329
F -5.684 -1.080 0.798 -0.331
C -4.921 -2.602 -0.809 0.544
F -3.868 -2.878 -1.601 -0.306
F -6.034 -2.518 -1.580 -0.300
C -5.149 -3.808 0.145 0.925
F -6.377 -3.746 0.687 -0.298
F -4.241 -3.849 1.129 -0.300
F -5.050 -4.943 -0.585 -0.306
H -0.278 -2.630 0.708 0.209
H -1.668 -3.328 -0.163 0.200
H -0.046 -3.486 -0.782 0.229
H 0.129 -1.017 -0.977 0.207
H -1.133 -0.977 -3.144 0.201
H -0.034 -2.355 -2.900 0.230
H -1.775 -2.563 -2.742 0.201
H -1.465 0.397 -0.351 0.251
H -2.554 -0.282 -1.517 0.245
O 2.380 -2.203 -1.695 -0.577
C 2.918 -1.235 -1.248 0.796
O 2.726 0.001 -1.769 -0.497
C 3.561 0.959 -1.094 -0.071
C 3.877 0.334 0.259 -0.427
C 3.882 -1.156 -0.082 -0.536
H 4.460 1.108 -1.693 0.182
H 3.023 1.901 -1.017 0.194
H 4.809 0.695 0.687 0.227
H 3.073 0.552 0.963 0.208
H 4.862 -1.495 -0.422 0.260
H 3.542 -1.786 0.735 0.241
O 7.675 -1.535 -0.694 -0.560
C 7.799 -0.779 -1.607 0.793
O 6.781 0.006 -2.037 -0.506
C 7.177 0.747 -3.207 -0.072
C 8.699 0.790 -3.152 -0.429
C 9.027 -0.534 -2.462 -0.529
H 6.806 0.220 -4.088 0.184
H 6.720 1.733 -3.166 0.198
H 9.157 0.910 -4.131 0.226
H 9.022 1.622 -2.524 0.212
H 9.117 -1.358 -3.171 0.241
H 9.917 -0.490 -1.843 0.246
O -3.641 4.282 3.275 -0.568
C -4.678 4.372 3.860 0.793
O -5.538 5.398 3.666 -0.488
C -6.653 5.293 4.568 -0.071
C -6.713 3.821 4.961 -0.430
C -5.239 3.425 4.904 -0.531
H -6.465 5.944 5.424 0.177
H -7.547 5.637 4.054 0.199
H -7.185 3.657 5.927 0.222
H -7.274 3.262 4.211 0.214
H -4.723 3.614 5.847 0.236
H -5.081 2.392 4.605 0.248
```


Number 3 is which compound? C19H27F6I4N4O8PS3